No. 1
This record from the Open Molecules 2025 dataset describes a 2-piece molecular cluster, C10H14F9N2O6S2 overall in a non-equilibrium geometry. The level of theory is ωB97M-V/def2-TZVPD.

Calculated values
Charge: +1
HOMO level, Ha: -0.4812
Orbital gap, hartree: 0.3122
Total energy, eV: -71977.4075
Relative energy (zero: lowest compared OMol25 entry of this formula, charge and spin), kcal/mol: 7.8

The geometry in XYZ format:
```
43
C10H14F9N2O6S2, DFT ωB97M-V/def2-TZVPD
C 4.07 -0.20 0.68
C 2.82 0.13 1.48
C 2.19 1.45 1.02
N 1.26 1.12 -0.10
S 0.62 2.44 -0.95
C 1.05 4.00 -0.15
O 0.49 4.10 1.12
N 1.24 5.07 1.98
O 1.67 4.55 2.90
C -1.25 2.35 -0.81
F -1.63 2.41 -2.10
F -1.75 3.41 -0.17
C -1.81 1.02 -0.22
F -3.12 1.04 -0.55
F -1.25 -0.02 -0.85
C -1.71 0.92 1.34
F -2.88 1.33 1.85
F -0.75 1.73 1.80
C -1.45 -0.52 1.87
F -0.15 -0.82 1.76
F -2.19 -1.42 1.23
F -1.77 -0.53 3.17
H 4.49 -1.16 0.94
H 4.82 0.58 0.80
H 3.83 -0.20 -0.38
H 3.04 0.22 2.54
H 2.11 -0.67 1.34
H 1.60 1.86 1.82
H 3.00 2.10 0.72
H 1.80 0.65 -0.82
H 0.67 4.76 -0.83
H 2.14 4.08 -0.13
C -2.75 -4.39 -1.27
C -1.68 -3.32 -1.31
O -0.69 -3.85 -2.20
S -1.41 -4.72 -3.35
O -1.58 -3.92 -4.50
O -0.78 -5.98 -3.40
O -2.83 -4.86 -2.62
H -2.47 -5.22 -0.62
H -3.72 -4.00 -0.96
H -1.23 -3.14 -0.34
H -2.06 -2.39 -1.73
```

No. 2
This record from the Open Molecules 2025 dataset describes C41H43FN4O3S2SiW as an isolated structure in a non-equilibrium geometry. The level of theory is ωB97M-V/def2-TZVPD.

Calculated values
Charge: +2
HOMO level (spin up / spin down), Ha: -0.4718 / -0.4958
Orbital gap (spin up / spin down), hartree: 0.2340 / 0.2456
Spin multiplicity: 3
Total energy, eV: -89395.0474
Relative energy (zero: lowest compared OMol25 entry of this formula, charge and spin), kcal/mol: 118.8

The geometry in XYZ format:
```
96
C41H43FN4O3S2SiW, DFT ωB97M-V/def2-TZVPD
W 0.33 -0.76 0.12
C -5.46 -1.45 5.07
C -4.63 -0.22 5.39
C -5.47 1.02 5.53
C -4.61 2.22 5.89
C -3.53 2.41 4.87
C -3.00 3.65 4.62
C -2.01 3.82 3.65
F -1.54 5.05 3.43
C -1.52 2.77 2.92
C -2.03 1.49 3.16
C -1.51 0.36 2.43
O -0.57 0.54 1.58
C -2.09 -0.88 2.69
C -3.10 -0.99 3.63
N -3.57 0.02 4.33
C -3.04 1.31 4.12
C -1.68 -2.12 2.01
O -2.25 -3.17 2.10
O -0.54 -2.00 1.28
H -6.31 -1.46 5.75
H -4.93 -2.39 5.21
H -5.85 -1.41 4.05
H -4.07 -0.39 6.32
H -6.22 0.84 6.30
H -6.01 1.21 4.60
H -4.16 2.06 6.87
H -5.21 3.13 5.96
H -3.36 4.51 5.16
H -0.78 2.94 2.16
H -3.53 -1.97 3.81
C 0.96 -2.51 -0.89
Si 1.61 -1.89 -2.53
C 2.57 -0.26 -2.11
N 1.84 0.75 0.15
C 1.98 1.84 1.23
C 2.71 3.18 1.03
C 2.43 4.09 -0.17
C 0.97 4.16 -0.57
C 0.34 2.82 -0.95
C 0.30 -1.74 -3.83
C -0.98 -2.27 -3.64
C -1.93 -2.23 -4.66
C -1.60 -1.65 -5.88
C -0.33 -1.14 -6.09
C 0.61 -1.19 -5.07
C 3.02 -2.91 -3.19
C 4.18 -3.11 -2.44
C 5.23 -3.88 -2.91
C 5.13 -4.48 -4.16
C 3.98 -4.32 -4.91
C 2.93 -3.54 -4.43
H 1.77 -3.03 -0.37
H 0.15 -3.22 -1.05
H 2.89 0.11 -3.09
H 3.47 -0.74 -1.73
H 2.47 1.32 2.05
H 0.96 2.02 1.55
H 3.78 3.04 1.14
H 2.38 3.72 1.93
H 3.02 3.78 -1.04
H 2.80 5.08 0.08
H 0.86 4.86 -1.40
H 0.38 4.58 0.26
H -0.57 3.04 -1.51
H 0.00 2.29 -0.06
H -1.25 -2.72 -2.70
H -2.91 -2.65 -4.51
H -2.33 -1.62 -6.68
H -0.07 -0.71 -7.05
H 1.61 -0.81 -5.27
H 4.28 -2.68 -1.44
H 6.12 -4.03 -2.31
H 5.94 -5.09 -4.54
H 3.89 -4.79 -5.88
H 2.04 -3.44 -5.03
C 4.26 -1.81 1.33
C 3.67 -0.61 0.68
N 2.38 -0.48 0.64
C 2.34 1.05 -1.26
C 3.75 1.52 -1.04
S 4.75 0.58 0.03
C 1.15 1.89 -1.83
C 0.64 1.45 -2.98
S -1.09 1.48 -3.30
C -1.62 0.36 -2.04
N -0.90 -0.12 -1.11
C -3.08 0.04 -2.13
H 3.48 -2.54 1.53
H 4.71 -1.51 2.28
H 5.04 -2.25 0.72
H 4.31 2.07 -1.79
H 1.18 0.82 -3.67
H -3.44 0.12 -3.16
H -3.64 0.75 -1.52
H -3.27 -0.96 -1.75
```

No. 3
This record from the Open Molecules 2025 dataset describes a 3-piece molecular cluster, C9H19NO9PS3 overall in a non-equilibrium geometry. The level of theory is ωB97M-V/def2-TZVPD.

Calculated values
Charge: +1
HOMO level, Ha: -0.4652
Orbital gap, hartree: 0.3177
Total energy, eV: -71343.4650

The geometry in XYZ format:
```
42
C9H19NO9PS3, DFT ωB97M-V/def2-TZVPD
C 0.73 3.18 3.60
O 1.42 3.49 2.41
C 0.70 3.46 1.20
C -0.59 2.65 1.19
C -1.20 2.63 -0.22
P -0.52 1.38 -1.29
N 1.11 1.10 -1.03
C 1.39 0.18 -0.23
S 1.80 -0.94 0.72
H 1.41 3.40 4.41
H 0.47 2.13 3.67
H -0.15 3.80 3.75
H 1.37 3.04 0.46
H 0.46 4.47 0.87
H -0.41 1.63 1.52
H -1.35 3.09 1.83
H -2.25 2.36 -0.12
H -1.17 3.61 -0.68
H -0.65 1.78 -2.62
H -1.20 0.16 -1.22
C -6.68 -0.17 -0.66
C -5.87 -1.42 -0.96
O -4.63 -0.91 -1.48
S -4.28 0.46 -0.78
O -3.34 0.23 0.27
O -3.96 1.42 -1.79
O -5.69 0.76 -0.15
H -7.12 0.26 -1.56
H -7.45 -0.33 0.09
H -6.35 -2.06 -1.69
H -5.66 -1.99 -0.05
C 4.49 -4.10 -1.49
C 4.90 -2.91 -0.65
O 5.88 -3.44 0.25
S 6.72 -4.60 -0.48
O 7.92 -4.05 -0.98
O 6.70 -5.74 0.35
O 5.71 -4.81 -1.71
H 3.80 -4.75 -0.96
H 4.06 -3.81 -2.45
H 4.07 -2.49 -0.08
H 5.37 -2.13 -1.25
```

No. 4
This record from the Open Molecules 2025 dataset describes C45H35N4O5S4SnTe as an isolated structure. The level of theory is ωB97M-V/def2-TZVPD.

Calculated values
Charge: +1
HOMO level, Ha: -0.3683
Orbital gap, hartree: 0.2367
Total energy, eV: -119892.0292
Relative energy (zero: lowest compared OMol25 entry of this formula, charge and spin), kcal/mol: 4.2

The geometry in XYZ format:
```
95
C45H35N4O5S4SnTe, DFT ωB97M-V/def2-TZVPD
Sn 0.13 0.28 -0.50
O -2.00 0.42 1.24
C -3.23 -0.11 0.65
C -2.98 -0.19 -0.88
O -3.79 -0.71 -1.61
O -1.88 0.42 -1.29
C -4.33 0.91 0.94
C -4.93 0.92 2.19
C -5.85 1.90 2.53
C -6.19 2.88 1.60
C -5.61 2.86 0.34
C -4.69 1.88 0.01
C -3.56 -1.47 1.24
C -2.70 -2.14 2.10
C -3.07 -3.35 2.67
C -4.29 -3.93 2.36
C -5.14 -3.28 1.47
C -4.79 -2.06 0.92
H -2.23 0.64 2.16
H -4.69 0.15 2.91
H -6.31 1.90 3.51
H -6.92 3.64 1.85
H -5.90 3.60 -0.40
H -4.28 1.86 -0.99
H -1.73 -1.72 2.33
H -2.40 -3.83 3.37
H -4.57 -4.87 2.80
H -6.09 -3.73 1.21
H -5.46 -1.56 0.24
O 3.01 -0.94 -2.61
S 2.27 0.27 -2.45
O 0.81 0.26 -2.73
N 2.18 0.79 -0.92
C 3.17 0.61 0.05
C 4.52 0.64 -0.17
C 5.42 0.41 0.90
C 4.96 0.13 2.15
C 3.57 0.07 2.40
C 3.02 -0.31 3.64
C 1.66 -0.44 3.77
C 0.84 -0.18 2.66
N 1.32 0.20 1.50
C 2.67 0.33 1.34
C 2.99 1.51 -3.45
C 3.83 1.12 -4.49
C 4.32 2.10 -5.34
C 3.98 3.43 -5.15
C 3.14 3.80 -4.11
C 2.64 2.84 -3.25
H 4.91 0.83 -1.16
H 6.48 0.43 0.70
H 5.65 -0.08 2.97
H 3.68 -0.53 4.47
H 1.20 -0.75 4.70
H -0.23 -0.33 2.72
H 4.08 0.08 -4.61
H 4.98 1.81 -6.15
H 4.36 4.18 -5.83
H 2.86 4.84 -3.97
H 1.99 3.11 -2.43
S 4.16 -4.34 2.08
C 2.72 -4.03 1.33
S 2.53 -2.70 0.21
C 0.82 -2.97 0.19
N 0.44 -4.01 0.85
N 1.50 -4.64 1.43
C 1.20 -5.85 2.16
C 2.11 -6.90 2.18
C 1.78 -8.05 2.87
C 0.56 -8.17 3.52
C -0.35 -7.12 3.46
C -0.03 -5.95 2.78
S -0.37 -2.07 -0.74
H 3.06 -6.82 1.67
H 2.48 -8.87 2.89
H 0.31 -9.07 4.05
H -1.31 -7.20 3.95
H -0.74 -5.15 2.71
C 0.38 4.40 -0.74
Te -1.03 2.79 -0.61
C -1.10 2.93 -2.74
C -0.52 4.27 -3.08
C -0.67 4.80 -4.36
C -0.10 6.02 -4.69
C 0.62 6.73 -3.73
C 0.78 6.21 -2.46
C 0.22 4.98 -2.13
H 1.39 4.04 -0.53
H 0.12 5.13 0.03
H -2.14 2.80 -3.03
H -0.52 2.10 -3.15
H -1.24 4.25 -5.10
H -0.23 6.43 -5.68
H 1.06 7.69 -3.98
H 1.34 6.76 -1.71
```

No. 5
This record from the Open Molecules 2025 dataset describes one molecule with the formula C2H5FN2 in a non-equilibrium geometry. The level of theory is ωB97M-V/def2-TZVPD.

Calculated values
HOMO level, Ha: -0.3538
Orbital gap, hartree: 0.3896
Total energy, eV: -7848.7828
SMILES: C=NN(C)F
Relative energy (zero: lowest compared OMol25 entry of this formula, charge and spin), kcal/mol: 82.4

The geometry in XYZ format:
```
10
C2H5FN2, DFT ωB97M-V/def2-TZVPD
C -1.38 0.08 -1.59
N -0.59 -0.41 -0.70
N 0.78 0.17 -0.55
C 1.22 -0.37 0.84
F 0.62 1.58 -0.62
H -2.39 -0.42 -1.72
H -1.17 0.96 -2.11
H 1.69 -1.27 0.49
H 2.00 0.34 1.30
H 0.40 -0.64 1.57
```

No. 6
This record from the Open Molecules 2025 dataset describes a 19-piece molecular cluster, C19H76O19 overall in a non-equilibrium geometry. The level of theory is ωB97M-V/def2-TZVPD.

Calculated values
HOMO level, Ha: -0.3443
Orbital gap, hartree: 0.3433
Total energy, eV: -59829.6945
Relative energy (zero: lowest compared OMol25 entry of this formula, charge and spin), kcal/mol: 30.2

The geometry in XYZ format:
```
114
C19H76O19, DFT ωB97M-V/def2-TZVPD
C 5.13 -14.32 12.96
O 4.15 -14.04 13.91
H 5.66 -15.24 13.18
H 4.67 -14.34 11.97
H 5.82 -13.49 12.81
H 4.58 -14.01 14.77
C 8.16 -14.81 14.75
O 8.27 -15.60 13.54
H 7.38 -14.06 14.64
H 7.86 -15.48 15.56
H 9.11 -14.44 15.12
H 8.38 -14.91 12.88
C 1.15 -8.00 16.32
O 0.40 -7.61 15.13
H 1.18 -9.08 16.42
H 2.12 -7.53 16.17
H 0.70 -7.65 17.24
H 0.97 -7.79 14.38
C 6.87 -19.64 18.12
O 8.11 -20.35 18.23
H 6.23 -20.03 17.33
H 6.31 -19.75 19.05
H 7.08 -18.57 18.08
H 7.94 -21.25 18.50
C 6.59 -14.13 20.10
O 6.59 -14.57 18.73
H 7.03 -13.14 20.24
H 5.60 -14.08 20.54
H 7.12 -14.85 20.72
H 7.09 -15.39 18.71
C 1.17 -16.81 18.89
O 1.56 -15.64 18.15
H 0.15 -17.03 18.58
H 1.82 -17.60 18.51
H 1.38 -16.63 19.95
H 1.13 -15.65 17.29
C 2.00 -12.67 19.92
O 1.84 -14.08 20.19
H 1.10 -12.20 19.54
H 2.22 -12.10 20.83
H 2.82 -12.41 19.26
H 1.83 -14.58 19.37
C 8.44 -12.11 17.41
O 8.94 -11.33 16.36
H 9.27 -12.52 17.98
H 7.74 -11.61 18.08
H 7.84 -12.93 17.03
H 9.71 -11.77 16.01
C -0.66 -16.97 15.55
O -0.31 -15.71 16.07
H -0.93 -16.88 14.50
H 0.23 -17.58 15.73
H -1.55 -17.33 16.07
H 0.35 -15.35 15.47
C 6.12 -7.51 16.02
O 5.65 -8.84 16.11
H 7.10 -7.41 16.48
H 6.12 -7.13 15.00
H 5.48 -6.77 16.50
H 6.17 -9.29 15.44
C 4.78 -9.71 19.24
O 3.81 -9.46 18.23
H 5.59 -10.37 18.93
H 5.28 -8.79 19.56
H 4.36 -10.29 20.05
H 4.32 -9.35 17.42
C 3.35 -10.27 13.24
O 3.47 -9.50 12.07
H 2.31 -10.58 13.34
H 4.06 -11.09 13.09
H 3.61 -9.65 14.10
H 2.91 -8.75 12.30
C 1.16 -8.00 20.61
O 0.97 -8.88 19.51
H 0.30 -7.33 20.75
H 1.49 -8.56 21.48
H 1.96 -7.31 20.35
H 1.83 -9.14 19.17
C 7.56 -10.44 13.22
O 7.09 -10.53 14.54
H 8.02 -11.38 12.92
H 6.86 -10.17 12.42
H 8.34 -9.68 13.22
H 7.81 -10.85 15.08
C 0.79 -13.27 14.44
O 1.48 -14.55 14.50
H 1.15 -12.86 13.50
H -0.30 -13.35 14.39
H 1.12 -12.64 15.26
H 2.38 -14.35 14.25
C 4.15 -17.56 16.04
O 4.26 -18.83 15.47
H 3.57 -16.94 15.36
H 3.67 -17.58 17.02
H 5.17 -17.16 16.09
H 4.57 -18.69 14.57
C 9.48 -15.68 18.73
O 8.46 -16.62 19.02
H 9.32 -14.87 19.44
H 10.43 -16.19 18.87
H 9.45 -15.37 17.68
H 8.71 -17.17 19.76
C 4.71 -17.20 20.11
O 4.14 -18.26 20.84
H 4.99 -17.48 19.09
H 4.04 -16.34 20.09
H 5.61 -16.82 20.60
H 4.11 -18.03 21.77
C 4.60 -12.68 16.65
O 5.41 -13.74 16.32
H 4.96 -12.10 17.49
H 4.60 -12.01 15.79
H 3.60 -13.03 16.90
H 5.78 -14.09 17.13
```

No. 7
This record from the Open Molecules 2025 dataset describes a 2-piece molecular cluster, C3H3N3O overall in a non-equilibrium geometry. The level of theory is ωB97M-V/def2-TZVPD.

Calculated values
HOMO level, Ha: -0.3568
Orbital gap, hartree: 0.3721
Total energy, eV: -9676.6236
SMILES: N=C=CC=O.N#N
Relative energy (zero: lowest compared OMol25 entry of this formula, charge and spin), kcal/mol: 19.2

The geometry in XYZ format:
```
10
C3H3N3O, DFT ωB97M-V/def2-TZVPD
N 2.33 -0.60 0.64
C 1.20 -0.80 0.25
C -0.05 -1.09 -0.10
C -1.16 -0.35 0.51
O -1.06 0.45 1.41
H 2.88 0.13 0.18
H -0.23 -1.83 -0.86
H -2.15 -0.59 0.06
N -0.69 2.69 -0.67
N -1.07 2.00 -1.44
```

No. 8
This record from the Open Molecules 2025 dataset describes one molecule with the formula C10H16N2O3 in a non-equilibrium geometry. The level of theory is ωB97M-V/def2-TZVPD.

Calculated values
HOMO level, Ha: -0.3244
Orbital gap, hartree: 0.3499
Total energy, eV: -19745.3729
SMILES: CC[C@]1(C)/C=N/OC/C=C(\C)N(O)C1=O
Relative energy (zero: lowest compared OMol25 entry of this formula, charge and spin), kcal/mol: 170.5

The geometry in XYZ format:
```
31
C10H16N2O3, DFT ωB97M-V/def2-TZVPD
C -0.84 0.81 3.42
C -0.30 -0.36 2.68
C -0.11 -0.09 1.19
C 0.97 0.87 0.94
C -1.49 0.22 0.54
N -1.23 0.95 -0.51
O -2.15 1.17 -1.61
C -1.47 0.56 -2.69
C -0.63 -0.56 -2.17
C 0.69 -0.41 -1.90
C 1.65 0.46 -2.53
N 1.09 -1.20 -0.75
O 1.72 -2.36 -1.23
C 0.46 -1.39 0.45
O 0.73 -2.45 0.95
H -0.31 1.00 4.39
H -1.90 0.68 3.62
H -0.69 1.64 2.85
H -0.89 -1.25 2.94
H 0.70 -0.47 3.20
H 1.21 0.94 -0.10
H 1.83 0.54 1.45
H 0.67 1.80 1.27
H -2.39 -0.34 0.65
H -2.31 0.33 -3.30
H -1.01 1.37 -3.14
H -1.17 -1.39 -1.86
H 0.95 1.15 -3.08
H 2.30 -0.11 -3.20
H 2.44 0.89 -1.94
H 1.47 -2.98 -0.53
```

No. 9
This record from the Open Molecules 2025 dataset describes a 2-piece molecular cluster, C6H14OS overall in a non-equilibrium geometry. The level of theory is ωB97M-V/def2-TZVPD.

Calculated values
HOMO level, Ha: -0.3228
Orbital gap, hartree: 0.3510
Total energy, eV: -19329.8400
SMILES: C=C(C)CCSC.O
Relative energy (zero: lowest compared OMol25 entry of this formula, charge and spin), kcal/mol: 36.4

The geometry in XYZ format:
```
22
C6H14OS, DFT ωB97M-V/def2-TZVPD
C -1.09 -1.50 -0.58
C -1.36 -0.32 0.00
C -2.64 0.41 -0.39
C -0.45 0.13 1.07
C 0.75 1.05 0.71
S 2.00 0.20 -0.34
C 1.33 0.70 -1.95
H -1.72 -1.99 -1.40
H -0.12 -2.07 -0.30
H -2.39 0.82 -1.35
H -2.68 1.19 0.31
H -3.56 -0.12 -0.38
H -0.06 -0.74 1.64
H -1.03 0.81 1.80
H 1.41 1.21 1.59
H 0.16 1.98 0.41
H 0.32 0.65 -1.76
H 1.64 1.67 -2.16
H 1.67 0.02 -2.67
O 2.53 -1.54 2.30
H 3.32 -1.43 1.74
H 1.97 -1.13 1.72
```